A 2-piece molecular cluster, C12H13O3 overall at a distorted geometry, computed with the ωB97M-V functional and the def2-TZVPD basis.

Summary:
Frontier orbital gap (alpha / beta) ... 0.258 / 0.293 Ha
LUMO energy (alpha / beta) ... 0.125 / 0.125 Eh
Energy above the lowest of the compared OMol25 structures with the same formula, charge and spin ... 70.51 kcal/mol
Total charge ... -1

Last columns: bonded neighbours and bond lengths (Å).
CARTESIAN COORDINATES (ANGSTROEM)
1 C -2.41818 -1.52634 0.08344  C2 1.396, C3 1.376, H16 1.073
2 C -1.31683 -2.34051 0.35359  C1 1.396, C5 1.389, H17 1.019
3 C -2.25033 -0.17257 -0.09762  C1 1.376, C6 1.435, H18 1.078
4 C 0.12981 -0.52787 -0.09498  C5 1.360, C6 1.334
5 C -0.02718 -1.83517 0.24627  C2 1.389, C4 1.360, C10 1.544
6 C -0.90348 0.30538 -0.22341  C3 1.435, C4 1.334, C12 1.587
7 C 3.86016 0.12856 0.96956  C9 1.642, O13 1.202, O14 1.228
8 C 3.41436 0.51663 -1.56241  C9 1.415, O15 1.407, H19 1.151, H20 1.142
9 C 2.88861 0.01162 -0.34924  C7 1.642, C8 1.415, O15 1.333
10 C 1.26286 -2.62125 0.56686  C5 1.544, H21 1.070, H22 1.100, H23 1.158
11 C -0.31608 2.20853 1.14378  C12 1.534, H24 1.091, H25 1.042, H26 1.165
12 C -0.64297 1.86808 -0.31596  C6 1.587, C11 1.534, H27 1.097, H28 1.116
13 O 3.82946 -0.88775 1.61012  C7 1.202
14 O 4.51465 1.16366 0.88121  C7 1.228
15 O 3.38514 -0.85119 -1.23510  C8 1.407, C9 1.333
16 H -3.42025 -1.89846 0.17610  C1 1.073
17 H -1.33712 -3.21806 0.87147  C2 1.019
18 H -3.03357 0.53032 -0.33204  C3 1.078
19 H 2.79876 0.99823 -2.40670  C8 1.151
20 H 4.47721 0.81293 -1.85734  C8 1.142
21 H 1.80656 -2.93290 -0.30014  C10 1.070
22 H 1.81668 -1.89019 1.17508  C10 1.100
23 H 0.88758 -3.52608 1.18502  C10 1.158
24 H -0.31653 3.27788 1.35833  C11 1.091
25 H 0.60605 1.80827 1.41704  C11 1.042
26 H -1.02082 1.77044 1.96160  C11 1.165
27 H 0.26869 1.78484 -0.92016  C12 1.097
28 H -1.50829 2.41639 -0.75797  C12 1.116